(1)
19
Properties=species:S:1:pos:R:3:nbo_charge:R:1 method="wB97M-V/def2-TZVPD" homo_lumo_gap_ev=8.9 total_charge=0 relative_energy_kj_mol=86.8 energy_ev=-18157.1195 lumo_ev=0.9 smiles="N/C=C/N.CSC"
N -2.5199 -1.2382 -1.2569 -0.8330
C -1.5476 -0.1941 -1.4758 -0.1125
C -1.5492 0.9358 -0.7807 -0.0422
N -0.6594 2.0209 -0.9988 -0.8193
H -2.2138 -1.7902 -0.4619 0.3602
H -2.5324 -1.8394 -2.0671 0.3594
H -0.8032 -0.3764 -2.2464 0.1645
H -2.3086 1.1443 -0.0373 0.1937
H -0.0329 1.8193 -1.7740 0.3547
H -0.0970 2.1873 -0.1808 0.3725
C 0.4965 -0.5257 2.0909 -0.7297
S 1.7937 0.7328 1.8018 0.1605
C 2.6685 -0.0360 0.4335 -0.7488
H 0.9554 -1.5060 2.1859 0.2120
H -0.2201 -0.4939 1.2738 0.2176
H 0.0103 -0.2658 3.0280 0.2296
H 2.5504 0.5516 -0.4757 0.2146
H 3.7340 -0.0887 0.6507 0.2242
H 2.2753 -1.0377 0.2909 0.2220

***

(2)
19
Properties=species:S:1:pos:R:3:nbo_charge:R:1 method="wB97M-V/def2-TZVPD" homo_lumo_gap_ev=8.2 total_charge=0 relative_energy_kj_mol=165.8 energy_ev=-18156.3003 lumo_ev=0.6
H -1.2688 -0.9171 -0.4951 0.3278
N -1.6286 -0.0667 -0.0246 -0.7093
C -2.6807 -0.5316 0.5586 0.3145
N -3.2100 -1.7766 0.5518 -0.8068
H -3.4032 0.2639 0.8495 0.1693
H -2.6635 -2.6217 0.4905 0.4020
H -4.0965 -1.7976 1.0320 0.3985
C 1.8172 -0.7253 -0.3955 -0.6164
C 1.8587 0.7026 -0.9532 -0.4196
C 1.7179 1.7806 0.1387 -0.5008
S 0.0314 2.2655 0.7180 -0.2160
H 2.6775 -0.8707 0.2683 0.2057
H 1.8540 -1.4285 -1.2329 0.2133
H 0.9881 -0.8258 0.3184 0.2012
H 2.8149 0.8566 -1.4672 0.2024
H 1.1109 0.9387 -1.7150 0.2048
H 2.2382 2.7133 -0.0991 0.2110
H 2.2083 1.3011 0.9997 0.1885
H -0.3657 0.7395 0.4573 0.2299